No. 1
17
Properties=species:S:1:pos:R:3:forces:R:3 method="wB97M-V/def2-TZVPD" homo_ev=-13.427 charge=+1
C 0.24373 1.17982 -0.16274 0.987 -1.973 0.457
C 1.46514 -1.41897 0.36509 -2.994 3.136 1.245
C 0.21092 -1.19159 -0.54422 1.999 -0.392 0.187
C -1.95385 -0.14678 0.05218 1.016 0.202 -0.619
N 2.06391 0.77446 -0.11028 -0.800 2.288 -0.766
N 2.37758 -0.33316 0.09299 0.457 -0.492 0.565
N -0.49421 0.08722 -0.19182 -0.015 -1.417 -0.901
N -0.06867 2.42902 0.09727 -1.782 0.633 0.094
H 1.23110 -1.29627 1.47288 -0.039 -0.055 -1.189
H 1.91347 -2.33066 0.32114 1.381 -2.462 -0.832
H 0.61074 -1.04053 -1.57964 -0.621 -0.689 0.678
H -0.36016 -2.14665 -0.41292 -0.294 1.450 -0.431
H -1.91760 -0.92902 0.80465 -0.738 0.365 0.399
H -2.20172 0.83387 0.34592 -1.528 0.688 1.076
H -2.62736 -0.46861 -0.78732 1.300 0.329 0.295
H 0.55101 3.22370 -0.04333 0.461 -0.746 0.047
H -1.04405 2.77416 0.28016 1.211 -0.866 -0.304

---

No. 2
17
Properties=species:S:1:pos:R:3:forces:R:3 method="wB97M-V/def2-TZVPD" homo_ev=-10.992 charge=+1
C 0.61966 -0.94169 0.09116 -2.712 0.082 -0.422
C -0.85800 0.71906 -0.11925 2.135 -1.237 0.491
C -1.36293 -0.49246 -0.00616 2.674 -1.660 0.500
C 0.66955 0.36359 -0.01588 -0.587 2.192 -0.009
N 1.44254 -1.95970 0.18409 0.159 -1.688 0.447
N -1.54722 1.84625 -0.21585 2.129 3.348 0.737
N -2.43704 -1.29050 0.01548 -0.042 -1.151 -0.157
N 1.92179 1.24799 0.04545 0.168 1.776 -1.395
H 0.95553 -2.87742 0.13469 1.275 0.897 0.365
H 2.34754 -1.86552 0.66191 -0.669 -0.578 -0.434
H -1.07591 2.74825 -0.34127 -0.238 -0.837 0.131
H -2.37852 1.81809 -0.68780 -2.536 -0.203 -1.167
H -2.32753 -2.01300 -0.68833 -0.581 0.141 -0.363
H -2.69279 -1.79423 0.87304 0.225 0.844 -0.031
H 2.00221 1.92450 -0.82851 -0.227 -1.713 1.980
H 2.81310 0.66319 0.01618 -1.519 0.932 0.300
H 1.90803 1.90359 0.88109 0.346 -1.143 -0.972

---

No. 3
20
Properties=species:S:1:pos:R:3:forces:R:3 method="wB97M-V/def2-TZVPD" homo_ev="-12.230 / -12.229" charge=+1
C 1.58810 0.90574 0.36734 -0.739 1.855 -0.390
C -1.08682 0.64212 0.24579 2.064 0.328 -0.941
C 1.82897 -0.40114 0.43215 -0.607 -0.980 -0.130
C -0.29281 -1.59543 -0.30484 1.784 4.840 -0.691
N 0.96490 -1.41742 0.43743 -0.857 -2.138 -0.051
N -1.32141 -0.63160 0.10373 -1.281 -0.184 1.427
N 1.99272 2.00034 -0.20765 0.269 -0.187 0.361
N -1.86322 1.68238 0.41656 -1.827 2.628 0.475
O -2.52422 -1.32962 0.52956 1.956 0.621 1.895
O 3.05460 -0.88873 0.71883 -0.089 0.920 -0.269
O -0.04355 -1.30722 -1.66115 3.611 1.541 2.802
H -0.71649 -2.50625 -0.16815 -0.748 -2.927 0.723
H 1.54265 -2.26054 0.59106 -1.093 0.279 -0.213
H 2.41811 1.96882 -1.16467 -0.727 0.508 1.153
H 1.94855 2.88989 0.34982 0.223 -1.117 -1.188
H 3.63367 -0.22060 0.35673 1.222 0.086 0.208
H -3.09944 -1.35376 -0.19173 -1.561 0.071 -2.146
H -2.91019 1.78357 0.62523 1.882 -1.107 -0.387
H -1.48729 2.69037 0.31328 -0.281 -2.715 0.305
H -0.64933 -1.74951 -2.14059 -3.202 -2.321 -2.941

---

No. 4
21
Properties=species:S:1:pos:R:3:forces:R:3 method="wB97M-V/def2-TZVPD" homo_ev="-12.248 / -13.952" multiplicity=3 charge=+1
C -1.75357 -1.82857 -0.28797 0.037 -0.044 0.286
C 3.57576 0.04166 2.25501 -0.140 0.071 -0.009
C -2.07513 2.50331 0.62991 -0.035 0.118 0.033
C 1.50438 -2.79209 -1.03496 0.294 -0.606 -0.756
N -1.14313 1.66246 0.84638 -0.549 -0.205 -0.431
N -1.20972 -0.79002 -0.02758 -1.220 1.346 1.245
N -0.04003 1.88313 1.53845 0.725 0.318 0.714
N 0.66718 -0.59772 -0.81043 -0.314 0.917 -2.113
O 4.58641 -0.35692 2.59117 1.523 -0.619 0.483
O -2.32810 -2.80543 -0.50544 -0.506 -1.352 -0.468
O 2.55263 0.44438 1.91529 -1.370 0.549 -0.467
O 1.40578 -1.53773 -0.36670 0.954 -1.065 1.648
H -2.95189 2.19030 0.09257 -0.024 -0.244 -0.106
H -2.01621 3.52292 0.98261 0.160 0.029 0.089
H 1.47381 -2.67372 -2.12136 0.038 0.122 0.055
H 0.68471 -3.44179 -0.71147 0.014 0.212 0.037
H 2.45129 -3.22941 -0.72501 -0.072 0.067 -0.063
H -1.23007 0.63062 0.48886 0.059 0.561 0.138
H 0.18211 2.82971 1.81981 -0.121 -0.195 -0.161
H 0.70425 1.20310 1.47728 -0.140 0.019 -0.159
H 0.32953 -0.74472 -1.77463 0.687 0.002 0.004

---

No. 5
18
Properties=species:S:1:pos:R:3:forces:R:3 method="wB97M-V/def2-TZVPD" homo_ev="-12.866 / -12.501" smiles="Cn1c(=S)n[n+](C)n1C" charge=+1
C -0.29084 -1.76526 0.72980 3.600 -2.083 2.254
C 2.15523 -0.73713 0.80551 0.152 -1.354 1.298
C 0.56267 1.67043 -0.23524 -2.057 -1.906 0.131
C -2.19728 0.53769 -1.06445 -3.235 0.912 -0.696
N -1.33423 -1.34212 0.08421 -3.663 2.243 -2.980
N 0.71937 -0.82560 0.71841 -2.198 3.549 -4.113
N 0.04511 0.28633 -0.34614 4.131 -2.187 3.536
N -1.14000 -0.15234 -0.51419 1.628 -3.528 4.458
S -0.14291 -3.21301 1.59697 -0.362 1.322 -0.930
H 2.32499 0.22091 1.30367 0.613 -0.445 0.115
H 2.33003 -1.62058 1.48206 0.310 1.052 -0.194
H 2.83176 -0.89999 -0.06474 -1.159 0.158 0.045
H 0.14896 1.96994 -1.12309 0.145 1.924 -2.744
H 0.01244 2.25329 0.48055 0.407 0.016 1.127
H 1.61483 1.54913 -0.21182 0.779 0.603 0.073
H -3.12228 0.25999 -0.56258 0.152 -0.562 0.028
H -2.25121 0.19408 -2.05857 -0.420 -0.068 -1.523
H -2.26665 1.61425 -1.02035 1.178 0.356 0.114

---

No. 6
18
Properties=species:S:1:pos:R:3:forces:R:3 method="wB97M-V/def2-TZVPD" homo_ev=-12.947 smiles="N[C@]1(S)NC=CC(=[NH2+])N1" charge=+1
C -1.46046 0.74827 -0.90114 1.275 0.131 0.328
C -0.42240 1.66531 -0.74396 -1.097 -1.194 -1.151
C -1.23498 -0.43382 -0.20406 -1.021 -1.587 1.463
C 1.07063 0.08966 0.45842 -0.860 -0.653 -5.379
N 0.75896 1.36149 -0.20363 0.001 1.421 0.999
N -0.16267 -0.63860 0.61087 -2.135 0.702 -0.167
N -2.19131 -1.41952 -0.18306 -0.688 1.380 -1.478
N 1.89932 0.14376 1.49596 -0.388 0.910 1.727
S 1.85223 -0.78525 -1.09080 0.780 -1.152 1.402
H -2.40539 0.79973 -1.44473 0.573 0.834 0.217
H -0.53779 2.63382 -1.17424 0.256 0.652 -0.169
H 1.55282 1.99599 -0.41330 -0.789 -0.727 0.577
H -0.09697 -1.60196 0.87890 0.544 -0.235 0.449
H -3.03068 -1.23597 -0.81405 1.587 -0.544 1.582
H -2.35202 -1.92883 0.67604 -0.008 -0.121 -0.276
H 2.65089 -0.46195 1.41902 1.852 -0.704 0.358
H 1.96370 1.00900 1.99556 0.267 0.018 0.364
H 2.14612 -1.94116 -0.36180 -0.150 0.868 -0.846

---

No. 7
18
Properties=species:S:1:pos:R:3:forces:R:3 method="wB97M-V/def2-TZVPD" homo_ev=-9.459 smiles=CC(C)c1nnnn1N
C -1.31117 0.60512 0.07567 -3.202 -4.088 0.251
C 0.85096 1.68815 0.55248 -0.045 -0.123 0.073
C 0.66526 -0.25278 -1.06625 -0.076 -0.046 0.053
C 0.13330 0.37946 0.22549 0.514 0.043 -0.140
N -2.07581 1.58910 -0.15909 1.153 0.647 0.169
N -3.36103 1.19870 -0.25988 -1.020 0.561 -0.277
N -3.50023 -0.04424 -0.07936 -0.692 -1.441 0.244
N -2.35475 -0.62185 0.14181 3.529 4.543 -0.154
N -2.09252 -1.95537 0.31515 -0.131 -0.668 0.145
H 0.47410 2.49512 -0.06961 0.021 0.083 -0.066
H 1.91875 1.57346 0.37914 0.068 0.013 0.014
H 0.69885 1.95406 1.59514 -0.041 0.139 0.061
H 1.73208 -0.43847 -0.97756 0.113 -0.055 0.010
H 0.49973 0.40955 -1.91252 -0.002 0.126 -0.060
H 0.15684 -1.19202 -1.26886 -0.003 -0.106 -0.026
H 0.29305 -0.33225 1.04415 -0.084 0.065 -0.087
H -2.85609 -2.50458 -0.07360 0.152 0.148 -0.002
H -1.98255 -2.17992 1.30455 -0.256 0.160 -0.207

---

No. 8
18
Properties=species:S:1:pos:R:3:forces:R:3 method="wB97M-V/def2-TZVPD" homo_ev=-9.276
C -1.96863 0.08801 -0.14516 0.818 -0.401 -0.255
C -0.02440 -1.32047 -0.47636 0.110 -1.538 -0.101
C -0.15048 0.19947 1.40636 -1.295 -5.264 -2.292
C 0.17237 1.06149 -0.94765 4.446 -3.638 -1.272
N -2.68638 1.19100 0.10270 2.113 -0.863 0.228
N -2.66667 -1.04559 -0.18224 0.638 1.090 -0.254
N -3.88300 0.69058 0.25751 -1.726 -0.153 -0.703
N -3.90084 -0.60466 0.02463 -0.432 0.072 0.714
N -0.43371 0.01896 -0.10237 -2.548 1.379 1.593
H 1.05361 -1.41291 -0.20483 -0.670 -0.060 -0.806
H -0.60952 -2.07067 0.12062 0.569 0.856 -0.660
H -0.32911 -1.43496 -1.54307 0.784 -0.244 0.792
H 0.84998 0.04969 1.62232 2.126 0.119 0.209
H -0.61150 0.96746 1.83777 -1.597 3.638 1.126
H -0.71501 -0.71239 1.76194 0.740 0.984 0.174
H 1.23433 1.16914 -0.58048 -0.934 -0.009 -0.229
H 0.34773 0.68662 -2.02709 -1.097 0.827 1.691
H -0.28800 1.93460 -0.78943 -2.045 3.203 0.043

---

No. 9
23
Properties=species:S:1:pos:R:3:forces:R:3 method="wB97M-V/def2-TZVPD" homo_ev=-5.089 charge=-1
C 1.29506 -0.68452 -0.82283 3.578 -0.005 2.107
C -2.22186 -1.08093 0.25028 0.535 1.260 1.286
C -0.50899 0.52968 0.75178 -0.087 -1.417 -0.856
C 0.72085 -0.39477 0.64683 0.292 -0.817 -0.398
N -1.78898 -0.06338 0.92146 -0.499 -0.525 1.055
N -3.34067 -1.79038 0.73230 -1.146 -0.420 -1.858
N -1.64083 -1.55109 -0.84266 0.488 -1.322 -2.004
N 1.22585 -0.85740 1.72465 -0.351 0.759 -0.717
N 3.33029 2.34658 0.14670 0.323 1.731 0.025
N -0.55803 1.49565 -0.44222 -0.165 0.317 1.425
O 2.48231 -1.09697 -0.81100 -0.825 -0.219 0.444
O 0.29717 2.35450 -0.46407 0.386 0.064 -0.478
O 0.66295 -0.32550 -1.79910 -2.124 0.216 -1.348
O -1.55885 1.46651 -1.09499 -0.480 0.339 -1.226
H -0.26017 1.18428 1.55338 -0.185 0.575 0.723
H -4.02353 -1.22430 1.23869 0.773 0.043 -0.041
H -3.84288 -2.20106 -0.09553 0.599 0.416 1.270
H -0.85799 -1.07398 -1.31603 -0.118 0.370 0.349
H -1.95341 -2.35045 -1.38781 -0.239 0.262 0.739
H 3.36116 3.01927 -0.62052 -0.255 -0.269 0.244
H 2.08807 -1.39289 1.54201 -0.519 0.111 -0.517
H 2.80275 1.56188 -0.15611 -0.175 -0.890 -0.246
H 4.28974 2.12927 0.34480 0.192 -0.580 0.021

---

No. 10
15
Properties=species:S:1:pos:R:3:forces:R:3 method="wB97M-V/def2-TZVPD" homo_ev="-1.966 / -2.972" multiplicity=2 charge=-1
C 2.26450 -1.14388 -0.96977 -0.063 -0.042 -0.001
O 1.03236 -1.34560 -0.42221 0.098 -0.396 -0.077
H 2.24009 -0.85375 -2.04665 0.032 0.024 0.003
H 2.85609 -0.34892 -0.46149 0.029 0.092 -0.008
H 2.91455 -2.04243 -0.93175 0.048 -0.064 -0.006
C -0.30156 0.88570 0.11638 -0.117 -0.469 0.132
C -0.05689 2.21080 0.09605 0.180 -0.326 -0.101
C -1.94011 -0.87371 0.67219 0.317 0.526 -0.062
N -1.51156 0.44272 0.62119 -0.527 -0.442 0.200
H 0.37328 -0.09703 -0.19408 -0.119 0.875 0.058
H -0.79458 2.92908 0.45468 0.064 0.091 -0.022
H 0.88906 2.57118 -0.28011 -0.006 0.157 0.010
H -2.92763 -1.03756 1.06763 -0.016 -0.145 0.043
H -1.23689 -1.64169 0.39276 -0.033 -0.020 -0.036
H -2.16023 1.11566 1.00705 0.115 0.141 -0.133

---

No. 11
15
Properties=species:S:1:pos:R:3:forces:R:3 method="wB97M-V/def2-TZVPD" homo_ev="-0.104 / -2.785" multiplicity=2 charge=-1
C 2.39085 0.20110 0.82643 -0.298 0.409 -1.016
C 1.44192 -0.72842 0.05372 -0.072 0.928 0.243
C 1.91096 -1.31803 -1.11585 0.247 0.306 1.228
C -0.46530 0.22177 1.00853 -0.359 0.305 1.076
N 0.17342 -0.82693 0.49933 -0.096 -0.346 -0.946
H 2.35088 -0.10440 1.87343 0.339 0.028 0.021
H 3.37791 0.11302 0.36237 0.073 -0.093 0.521
H 2.13284 1.27207 0.78670 -0.201 -0.204 0.018
H 1.57489 -2.30501 -1.37052 -0.377 -0.014 -0.788
H 2.78178 -0.83056 -1.54715 0.270 -0.756 0.016
H -1.51922 0.14102 1.27570 0.054 -0.406 -0.017
H -0.02060 1.12145 1.45610 0.382 -0.115 -0.329
H -4.28657 2.37352 -1.67606 0.093 -0.007 -0.012
H -3.98963 1.67965 -0.34930 0.060 -0.173 -0.308
O -4.41748 1.54478 -1.20783 -0.117 0.140 0.296

---

No. 12
15
Properties=species:S:1:pos:R:3:forces:R:3 method="wB97M-V/def2-TZVPD" homo_ev=-8.826 smiles="[H]/N=C/OC.C=C"
C 0.26527 1.06424 1.99893 -0.231 -0.058 -0.178
O 0.43053 0.99185 0.57751 -1.793 0.253 -0.277
H 0.90843 -0.15164 -0.02589 -0.771 -2.236 -1.885
H -0.68667 0.61475 2.29345 0.120 0.073 -0.035
H 1.08438 0.52080 2.47501 -0.039 0.012 -0.074
H 0.29633 2.10994 2.31052 -0.019 -0.056 -0.013
C -0.79917 0.43058 -0.28200 -0.465 2.050 2.385
C 0.49082 -1.10797 -0.79727 2.051 0.268 0.587
C 0.91522 -1.18729 -2.06498 -0.249 -0.050 0.277
N -1.81029 0.00965 0.35983 1.151 0.553 -0.442
H -2.67773 0.11117 -0.15970 0.177 -0.359 -0.215
H -0.77552 1.02038 -1.19865 0.217 -0.440 0.031
H 0.17071 -2.00323 -0.26701 -0.067 -0.021 -0.140
H 1.21731 -0.29731 -2.61119 0.145 -0.058 0.063
H 0.97037 -2.12593 -2.60854 -0.225 0.069 -0.085

---

No. 13
15
Properties=species:S:1:pos:R:3:forces:R:3 method="wB97M-V/def2-TZVPD" homo_ev=-9.819 smiles="CCCC(N)=O"
C 2.25903 0.06752 -0.32593 0.056 -0.027 0.029
C 0.79460 0.23800 -0.71754 -0.018 0.050 -0.076
C -0.18902 -0.27806 0.33136 0.047 0.010 0.002
C -1.57384 0.33214 0.13940 -0.001 0.127 -0.054
O -1.75343 1.39163 -0.43466 0.002 -0.341 0.179
N -2.61472 -0.38295 0.65976 -0.066 0.056 0.042
H 2.91470 0.50652 -1.08557 -0.088 -0.092 0.115
H 2.53779 -0.98691 -0.21448 -0.059 0.131 -0.002
H 2.47128 0.57168 0.62472 -0.034 -0.074 -0.130
H 0.56881 1.29546 -0.88355 0.071 -0.132 0.020
H 0.60017 -0.26881 -1.67108 0.018 0.086 0.122
H -0.25142 -1.37428 0.32536 -0.011 0.170 0.001
H 0.15292 0.00735 1.33741 -0.078 0.006 -0.138
H -3.51902 0.06448 0.65887 0.109 -0.079 0.018
H -2.47221 -1.17352 1.26652 0.053 0.108 -0.127

---

No. 14
15
Properties=species:S:1:pos:R:3:forces:R:3 method="wB97M-V/def2-TZVPD" homo_ev=-9.363
C 1.66706 -1.45951 -0.44306 0.342 -0.002 -0.104
O 0.25399 -1.43335 -0.44336 0.043 0.067 -0.126
C -0.34872 -0.23135 -0.17881 0.313 0.157 0.046
N 0.30910 0.83225 -0.32496 -0.099 -0.426 0.003
C -0.06537 2.17239 0.06549 -0.108 0.121 0.064
C -1.66717 -0.64470 0.41685 0.055 0.032 0.065
H 2.04807 -1.35585 -1.46047 0.093 0.031 0.068
H 1.96505 -2.42616 -0.02549 -0.058 0.134 -0.154
H 2.05269 -0.64170 0.17017 0.058 -0.137 -0.119
H -0.98435 2.55781 -0.39642 0.055 -0.236 0.029
H -0.16443 2.26595 1.15523 -0.064 -0.079 -0.140
H 0.75293 2.83867 -0.23362 -0.251 -0.090 0.062
H -2.30099 0.13724 0.84142 0.309 -0.067 -0.060
H -2.23829 -1.25110 -0.29392 0.105 0.253 -0.003
H -1.27960 -1.36060 1.15094 -0.795 0.242 0.369

---

No. 15
15
Properties=species:S:1:pos:R:3:forces:R:3 method="wB97M-V/def2-TZVPD" homo_ev=-8.765 smiles="CC(C)=CON"
C -0.33591 -1.33966 0.12846 -0.284 0.056 0.277
C 1.95936 -0.18230 -0.19954 -1.074 -0.109 0.227
C 0.44689 -0.06834 0.15694 2.095 0.881 -0.429
N -2.26109 1.25503 -0.28055 -0.056 -0.195 0.325
C 0.00823 1.15767 0.43366 -2.033 -0.405 0.935
O -1.34438 1.39969 0.83191 1.209 -0.057 -0.627
H -1.68153 1.00930 -1.08316 -0.084 0.009 0.027
H -2.75821 0.40340 -0.02090 -0.070 0.047 -0.298
H 0.57498 2.07378 0.51609 0.385 -0.175 -0.215
H 0.26656 -2.17386 0.50172 0.027 0.132 -0.143
H -0.64182 -1.57204 -0.89665 0.000 -0.091 0.099
H -1.22518 -1.28528 0.76332 0.041 0.086 -0.166
H 2.07058 -0.68018 -1.16675 0.085 -0.047 0.100
H 2.46718 0.78491 -0.25479 -0.260 -0.086 0.052
H 2.45433 -0.78211 0.57023 0.019 -0.046 -0.164